Molecular formula: C42H65KN8O2SbSi3
Method: DFT, the ωB97M-V functional and the def2-TZVPD basis

Last column: Mulliken charge in e.
Geometry (Å):
Sb  0.474  -0.592  -2.332  -1.19
K  -0.833  -0.518  1.046  1.54
Si  2.356  1.912  -4.103  0.13
Si  -2.460  1.678  -2.730  0.81
Si  3.813  -0.478  -2.673  1.11
O  -1.973  1.759  0.982  -0.87
O  -3.775  -2.150  -0.293  -0.63
N  0.888  -2.719  1.279  0.65
N  1.338  1.577  -0.545  0.78
N  -3.331  -0.029  3.022  0.18
N  -1.382  -2.234  3.012  0.57
N  0.440  1.105  3.634  0.07
N  -1.750  -1.783  -0.688  0.76
N  0.857  2.815  5.579  -0.03
N  -2.941  -0.967  -0.381  0.43
C  1.480  -1.884  2.312  -0.41
C  3.589  2.218  -0.957  -0.52
C  -0.972  -3.503  2.724  0.62
C  -0.012  -3.732  1.685  0.72
C  -1.737  3.333  -2.108  -1.35
C  2.334  0.734  -2.597  3.24
C  -2.332  -0.948  -1.730  -0.22
C  -2.620  -2.992  -0.605  0.05
C  3.387  -2.039  -3.646  -0.98
C  2.662  1.010  -5.737  -1.15
C  3.689  3.248  -3.948  -1.32
C  0.776  -5.125  -0.148  -1.27
C  1.364  2.312  0.569  -1.03
C  -1.517  -4.612  3.418  -1.17
C  -2.515  -4.431  4.333  -1.17
C  1.627  -4.066  -0.568  -0.08
C  -1.510  0.249  -2.056  1.36
C  -2.897  -1.611  -2.913  -1.09
C  -2.988  -3.139  4.562  -0.86
C  -3.373  -0.350  5.387  -0.70
C  -0.003  -4.936  0.957  -0.85
C  -0.715  1.957  3.867  1.06
C  -4.130  1.022  3.185  0.06
C  4.379  -0.925  -0.905  -1.27
C  -4.176  0.766  5.548  -0.69
C  0.196  -0.956  -4.459  -1.22
C  -2.386  -2.089  3.883  -0.45
C  3.621  2.951  0.205  -1.45
C  -4.212  1.549  -2.004  -0.94
C  2.416  1.531  -1.342  -2.06
C  0.707  2.816  -4.186  -0.62
C  5.388  0.181  -3.494  -1.12
C  -0.368  3.158  4.776  -1.52
C  -3.005  -0.750  4.098  0.65
C  0.811  1.405  6.079  -0.90
C  -2.725  -3.752  -1.866  -1.53
C  1.666  -2.934  0.160  -0.04
C  -4.599  1.450  4.418  -0.91
C  2.471  3.016  0.995  -0.88
C  -2.900  -3.001  -3.003  -0.23
C  0.901  0.462  4.851  -0.50
C  -2.706  1.807  -4.613  -1.36
H  -1.178  3.381  5.469  0.46
H  2.439  3.634  1.885  0.53
H  -3.050  -0.930  6.242  0.60
H  -0.682  -5.723  1.250  0.27
H  4.544  -1.999  -0.790  0.52
H  -4.415  1.555  2.284  0.31
H  -2.000  2.051  0.055  -0.11
H  5.212  0.546  -4.506  0.23
H  0.755  3.775  -3.666  0.42
H  -1.115  2.310  2.918  0.13
H  -0.144  4.051  4.194  0.38
H  -3.214  2.738  -4.877  0.42
H  3.652  3.903  -4.822  0.48
H  1.948  -1.008  1.854  0.13
H  -2.361  -3.604  0.258  0.51
H  1.673  2.901  4.972  0.38
H  2.213  1.584  -6.550  0.49
H  3.727  0.920  -5.958  0.34
H  -2.715  -4.832  -1.849  0.46
H  -0.750  3.204  -1.657  0.10
H  -1.110  -5.598  3.256  0.54
H  2.343  -2.130  -0.083  -0.27
H  2.247  -2.437  2.866  0.40
H  -4.878  2.302  -2.433  0.47
H  0.056  -0.005  -4.973  0.21
H  -2.399  3.793  -1.367  0.42
H  -3.819  -2.959  5.226  0.59
H  -0.711  -1.547  -4.555  0.54
H  2.442  -2.489  -3.342  0.04
H  3.527  3.871  -3.067  0.39
H  -1.634  4.047  -2.928  0.46
H  3.323  -1.803  -4.711  0.37
H  4.463  2.175  -1.594  0.56
H  -4.218  1.676  -0.918  0.06
H  4.517  3.483  0.499  0.47
H  1.924  0.113  4.710  0.64
H  6.112  -0.635  -3.562  0.43
H  0.430  2.342  1.126  0.77
H  0.708  -1.564  3.004  -0.25
H  4.180  -2.781  -3.524  0.52
H  -2.711  1.132  1.050  -0.07
H  0.275  -0.412  5.052  -0.01
H  -2.931  -5.272  4.873  0.42
H  -5.272  2.293  4.489  0.47
H  1.028  -1.503  -4.903  0.54
H  5.858  0.986  -2.925  0.37
H  2.235  -4.164  -1.455  0.44
H  -1.489  1.348  4.338  -0.30
H  -4.637  0.564  -2.217  0.29
H  -0.072  2.220  -3.712  -0.72
H  1.634  1.244  6.771  0.42
H  5.328  -0.429  -0.694  0.41
H  -4.494  1.081  6.534  0.48
H  2.227  0.010  -5.761  0.37
H  -3.084  -3.486  -3.955  0.49
H  -0.129  1.278  6.612  0.40
H  3.669  -0.597  -0.142  -0.03
H  0.737  -6.054  -0.697  0.41
H  0.980  3.473  6.346  0.36
H  1.172  1.582  3.116  0.00
H  -1.763  1.774  -5.161  0.23
H  -3.323  0.981  -4.976  0.41
H  4.699  2.835  -3.893  0.29
H  0.411  3.014  -5.218  0.55
H  -3.174  -0.983  -3.745  0.18

Results
Frontier orbital gap (alpha / beta): 4.4570 / 4.2689 eV
Charge: +1
Lowest unoccupied orbital energy (alpha / beta): -3.3 / -3.3 eV

***

Molecular formula: C42H65N5O14S2
Method: DFT, the ωB97M-V functional and the def2-TZVPD basis

Last column: Mulliken charge in e.
Geometry (Å):
S  0.893  4.181  -4.136  -0.21
S  6.274  0.567  -3.531  -0.20
O  -1.189  -5.300  6.881  -0.38
O  3.477  4.439  -6.433  -0.39
O  -2.862  -6.464  12.535  -0.37
O  -2.378  -2.152  3.812  -0.15
O  3.913  6.115  -4.894  -0.57
O  -1.664  2.169  -4.131  -0.55
O  -4.010  -1.816  2.209  -0.53
O  -2.077  -4.721  11.419  -0.53
O  -0.467  -1.643  -1.377  -0.57
O  9.660  8.741  -4.009  -0.58
O  -1.149  0.811  -8.388  -0.36
O  -0.971  -5.499  4.687  -0.60
O  7.513  8.434  -3.563  -0.37
O  -2.313  0.714  -6.506  -0.64
N  -2.378  -2.251  -6.680  -0.49
N  4.704  1.319  -1.145  -0.64
N  -1.049  -3.824  -5.470  -0.81
N  -1.519  0.198  -2.631  0.74
N  -3.150  -3.295  -4.428  -0.32
C  0.850  -2.745  1.570  -0.20
C  -0.420  -0.531  -1.947  -0.24
C  6.157  8.900  -3.480  -0.50
C  -3.239  -1.300  3.074  0.57
C  -3.200  -4.202  13.432  -1.08
C  0.881  0.383  -2.007  -0.41
C  2.911  2.617  -2.526  0.50
C  8.520  9.131  -4.125  0.73
C  3.315  1.351  -1.675  0.30
C  5.395  8.588  -4.753  -0.80
C  -4.875  -7.039  13.779  -0.97
C  -3.360  -7.084  13.731  -0.41
C  2.786  -0.945  0.997  -0.71
C  -3.800  1.181  2.226  -0.50
C  2.665  -1.140  -0.589  -0.80
C  -0.968  -1.948  3.407  -0.61
C  0.953  1.778  -9.145  -0.79
C  -2.687  0.577  -1.765  -0.36
C  -3.831  -1.776  -2.469  -0.36
C  1.460  2.745  -3.123  0.95
C  -2.836  -5.878  8.579  -0.72
C  -3.329  0.281  3.244  -0.41
C  -3.888  -2.039  -4.073  -0.22
C  1.453  -1.281  1.822  -0.44
C  0.430  1.606  -2.850  -0.43
C  -1.882  -4.828  8.049  -0.31
C  -1.682  -5.229  5.630  0.72
C  -1.076  1.417  -3.323  -0.36
C  -0.669  -2.901  2.158  -0.16
C  -2.650  -5.141  12.400  0.85
C  8.199  10.339  -4.955  -0.88
C  -1.652  1.377  -7.274  0.69
C  -3.130  -4.893  5.432  -0.77
C  -0.514  1.542  -9.448  -0.45
C  4.002  4.902  -5.195  0.17
C  5.454  0.939  -2.139  0.39
C  3.961  3.808  -2.773  -1.50
C  4.650  3.783  -4.223  -0.10
C  -2.178  -3.117  -5.515  0.68
C  -1.318  2.802  -6.960  -0.92
C  2.298  0.179  -1.400  0.89
C  -4.037  -0.234  -2.062  -0.69
H  -2.728  -3.728  -3.598  0.34
H  -2.373  -3.871  7.853  0.23
H  0.766  -3.038  0.463  0.01
H  -3.229  -4.325  4.505  0.17
H  3.631  -1.612  1.385  0.36
H  -3.033  -8.125  13.692  0.32
H  -0.866  -0.831  3.197  0.33
H  3.415  4.805  -2.594  0.52
H  0.659  -0.460  1.696  0.15
H  6.122  9.959  -3.215  0.37
H  -0.244  -2.229  4.248  0.27
H  -2.955  0.714  4.246  0.33
H  4.351  8.894  -4.660  0.33
H  5.830  9.098  -5.615  0.31
H  -2.860  -2.214  -2.051  0.04
H  -0.600  0.918  -10.340  0.32
H  -4.991  -2.205  -4.355  0.25
H  -4.856  1.065  1.810  0.27
H  -1.703  -2.463  -7.433  0.34
H  -3.704  -5.818  5.352  0.29
H  -2.174  3.253  -6.454  0.31
H  -3.289  -4.639  14.424  0.34
H  7.284  10.848  -4.659  0.32
H  -2.301  -6.807  8.788  0.28
H  1.440  2.285  -9.980  0.37
H  -1.113  -4.631  8.800  0.31
H  1.749  -1.244  2.942  0.34
H  -4.762  -0.213  -1.161  0.27
H  5.432  7.521  -4.964  0.28
H  5.760  4.093  -4.126  0.32
H  3.712  -1.468  -0.960  0.41
H  4.821  3.788  -2.001  0.38
H  -3.538  -1.107  -4.640  -0.07
H  -5.245  -6.012  13.802  0.27
H  -3.110  1.989  1.777  0.23
H  -5.296  -7.507  12.887  0.30
H  3.551  5.165  -7.094  0.35
H  -1.054  2.466  -9.664  0.37
H  -1.125  3.416  -7.838  0.45
H  -3.314  -5.532  9.496  0.15
H  1.460  0.828  -8.961  0.30
H  -0.756  -4.004  2.466  0.15
H  1.946  -1.957  -0.924  0.32
H  -4.599  0.284  -2.919  0.32
H  -3.550  -4.268  6.218  0.30
H  3.080  0.138  1.283  0.31
H  -2.897  -6.648  14.620  0.37
H  -4.175  -3.840  13.101  0.25
H  -1.027  -4.421  -4.629  0.21
H  -5.246  -7.561  14.662  0.37
H  5.700  8.359  -2.648  0.31
H  4.658  2.761  -4.730  0.30
H  1.084  2.386  -8.247  0.11
H  8.133  10.043  -6.003  0.23
H  9.006  11.065  -4.834  0.31
H  -1.449  -2.753  1.320  0.11
H  -4.731  -2.359  -2.040  0.35
H  -2.410  0.523  -0.646  0.13
H  -0.453  2.826  -6.297  0.08
H  -0.449  4.337  -3.789  0.22
H  -3.614  -6.117  7.851  0.31
H  -2.913  1.692  -1.967  0.36
H  1.498  -3.572  2.054  0.39
H  -2.515  -3.357  13.530  0.33
H  -2.224  -1.276  -6.384  0.28

Results
Frontier orbital gap: 6.8770 eV
SMILES: [H]/N=C(/N)NCCCCN1C(=O)c2c(S)c(CCC(=O)O)c(N=C=S)c(CCCCCCOC(=O)C=C)c2C1=O.CCOC(C)=O.CCOC(C)=O.CCOC(C)=O.CCOC(C)=O
Lowest unoccupied orbital energy: -1.2 eV

***

Molecular formula: C42H66As3ClN9O2ReS
Method: DFT, the ωB97M-V functional and the def2-TZVPD basis

Last column: Mulliken charge in e.
Geometry (Å):
Re  0.944  -1.104  -0.819  1.39
As  2.885  -2.088  -2.257  1.39
As  2.094  1.172  -1.262  1.86
As  5.112  2.803  -5.333  0.29
Cl  0.612  6.759  1.563  -0.21
S  2.077  -1.378  1.000  -0.21
O  -3.685  2.660  1.719  -0.69
O  0.880  -0.155  2.916  -0.11
N  -0.825  -0.128  -0.180  -0.90
N  0.267  -3.024  -0.428  1.30
N  2.195  -3.637  2.437  -0.34
N  -2.648  0.351  0.887  1.05
N  1.218  -0.986  5.006  -0.20
N  1.251  1.285  4.619  -0.10
N  -2.694  1.083  -0.249  -0.97
N  0.771  -3.756  0.636  -1.57
N  -0.356  -1.578  -2.559  0.41
C  -1.586  0.798  -0.857  -0.91
C  -1.847  -6.873  0.069  -0.92
C  0.254  4.090  1.690  -1.19
C  -1.585  4.242  3.748  -0.37
C  -3.804  0.304  1.800  -2.02
C  3.466  3.792  -4.901  -0.78
C  1.584  -0.853  6.410  -1.09
C  -2.430  -2.338  -4.252  -1.01
C  -0.922  -5.036  -1.179  -0.19
C  -0.326  2.936  2.202  1.28
C  -1.543  -0.369  0.928  0.18
C  2.314  -3.673  -3.205  -1.53
C  -1.253  2.992  3.237  -0.07
C  3.690  1.182  -2.395  -2.03
C  4.303  -2.744  -1.115  -1.45
C  -2.005  -3.182  -3.234  -0.84
C  -0.963  -2.789  -2.411  0.79
C  1.071  2.717  -1.835  -1.72
C  -1.026  5.404  3.239  -0.98
C  3.885  -1.053  -3.590  -2.63
C  6.199  3.538  -3.876  -1.09
C  -5.681  1.689  2.782  1.67
C  -0.785  -5.870  -2.296  -0.13
C  -1.837  1.724  3.818  -0.31
C  -3.364  1.650  3.903  -2.00
C  -0.104  5.324  2.206  -0.10
C  -4.126  1.616  2.566  2.18
C  -1.449  -5.550  0.010  -0.16
C  -0.783  -0.775  -3.539  -0.12
C  -6.414  1.638  1.430  -1.73
C  1.595  -3.096  1.374  0.33
C  4.882  0.949  -4.577  -2.10
C  -1.688  -7.701  -1.036  -0.51
C  2.364  0.681  -4.507  -1.36
C  -6.176  0.532  3.659  -1.84
C  -1.806  -1.114  -4.408  -1.28
C  -0.512  -3.636  -1.282  0.78
C  -1.148  -7.202  -2.215  -1.05
C  1.116  0.039  4.131  -0.01
C  2.865  1.826  0.390  -1.31
C  -6.059  3.007  3.474  -1.71
C  3.674  0.464  -3.748  3.52
H  -7.264  0.570  3.723  0.53
H  7.141  2.994  -3.821  0.34
H  -1.989  -8.739  -0.979  0.46
H  -5.749  3.896  2.917  0.43
H  -2.294  4.322  4.565  0.48
H  1.473  1.474  5.580  0.21
H  2.024  1.712  -4.462  0.04
H  3.911  -3.490  -0.426  0.40
H  0.615  2.566  -2.812  0.41
H  -2.104  -0.418  -5.179  0.56
H  -2.278  -7.265  0.980  0.45
H  -5.920  -0.445  3.239  0.32
H  -7.425  2.027  1.548  0.49
H  3.658  1.153  0.715  0.57
H  -7.145  3.065  3.547  0.50
H  1.207  -1.900  4.591  0.26
H  3.714  4.840  -5.072  0.47
H  3.899  2.241  -2.555  0.28
H  1.954  -4.416  -2.494  0.45
H  -1.443  0.868  3.264  -0.79
H  4.925  -1.266  -3.330  0.56
H  1.065  2.059  4.002  0.12
H  -5.913  2.239  0.670  0.31
H  3.287  2.818  0.233  0.53
H  4.975  0.293  -5.446  0.58
H  0.991  4.049  0.899  0.36
H  -2.488  -4.132  -3.064  0.74
H  2.096  1.864  1.161  0.08
H  -1.308  1.233  -1.799  0.68
H  -1.251  -1.016  1.739  0.65
H  4.724  -1.909  -0.557  0.39
H  2.042  -4.608  2.664  0.24
H  -1.019  -7.850  -3.071  0.45
H  2.599  -0.472  6.536  0.34
H  1.528  -3.416  -3.915  0.36
H  -4.111  3.483  1.985  0.63
H  -4.639  0.020  1.167  0.31
H  5.079  -3.197  -1.733  0.51
H  0.882  -0.201  6.931  0.33
H  -3.732  2.485  4.498  0.29
H  -5.790  0.585  4.676  0.35
H  1.524  -1.831  6.879  0.35
H  -3.619  0.751  4.470  0.67
H  3.686  -1.544  -4.545  0.64
H  -1.292  6.371  3.644  0.48
H  -5.669  3.082  4.488  0.39
H  1.587  0.029  -4.100  -0.16
H  -0.370  -5.485  -3.220  0.51
H  -3.606  -0.504  2.502  0.21
H  1.752  3.566  -1.895  0.56
H  4.503  0.803  -1.767  0.43
H  2.888  -3.123  2.954  0.26
H  -0.288  0.181  -3.626  0.28
H  -1.451  1.604  4.834  0.85
H  3.165  -4.081  -3.750  0.68
H  2.662  3.536  -5.589  0.29
H  -0.046  1.965  1.805  0.48
H  5.791  0.799  -3.987  0.55
H  2.487  0.418  -5.559  0.60
H  -6.524  0.619  1.054  0.42
H  3.126  3.695  -3.870  0.00
H  0.301  2.937  -1.096  0.49
H  -3.243  -2.634  -4.902  0.52
H  -1.563  -4.912  0.874  0.52
H  6.429  4.576  -4.112  0.42
H  5.703  3.503  -2.906  0.28

Results
Frontier orbital gap (alpha / beta): 4.6414 / 4.5533 eV
⟨S²⟩: 0.7883
Charge: +3
Spin multiplicity: 2
Lowest unoccupied orbital energy (alpha / beta): -9.7 / -9.8 eV

***

| no. | M (g mol⁻¹) |
| --- | --- |
| 1 | 959.152 |
| 2 | 928.137 |
| 3 | 1207.544 |